Record 1
Below is one molecule with the formula C2H8N2, with properties calculated with the ωB97M-V functional and the def2-TZVPD basis.

XYZ file:
```
12
Properties=species:S:1:pos:R:3:forces:R:3:mulliken_charge:R:1
C 0.26488 -1.22981 -0.75713 -1.04 -1.98 1.52 -0.859
N 0.93862 0.02324 -0.46031 0.21 -2.81 1.35 -0.355
C 0.40722 0.75248 0.60669 -1.46 0.89 1.58 -0.297
N -1.04213 0.96063 0.35465 -2.10 2.36 1.66 -0.626
H 0.86142 -1.75779 -1.47612 0.36 -0.42 -0.24 0.331
H -0.83654 -1.45217 -1.07559 1.43 1.73 0.23 0.233
H 0.28536 -1.76278 0.20852 0.26 -0.43 -0.37 0.314
H 0.84695 0.49080 -1.26837 0.04 2.90 -3.31 0.231
H 0.49425 0.19068 1.58592 0.58 0.57 -0.99 0.261
H 0.91566 1.76326 0.64603 -0.60 -1.19 0.21 0.316
H -1.66397 0.23223 0.72798 0.87 -0.23 -0.36 0.224
H -1.47173 1.78922 0.90772 1.45 -1.39 -1.28 0.227
```
Forces are in eV/Å.

Properties
LUMO energy	0.042	Eh
energy relative to the best compared isomer or geometry (same formula, charge and spin)	24.8	kcal per mole
HOMO level	-9.15	eV
charge	0


Record 2
Below is one molecule with the formula C4H7NO, with properties calculated with the ωB97M-V functional and the def2-TZVPD basis.

XYZ file:
```
13
Properties=species:S:1:pos:R:3:forces:R:3:mulliken_charge:R:1
C 0.48655 0.21346 1.59118 -0.01 0.00 0.04 -1.361
C 0.45963 0.32233 0.07425 0.20 -0.11 0.09 0.501
C 0.12240 -0.99709 -0.65098 0.14 -0.10 0.16 -0.433
O -0.80298 -0.60074 -1.68133 -0.04 0.03 -0.06 -0.375
C -1.15964 0.66312 -1.35467 -0.04 0.27 0.13 0.048
N -0.57464 1.25652 -0.40293 -0.18 -0.22 -0.32 -0.582
H 0.53522 1.21126 2.03575 0.02 -0.13 -0.07 0.325
H 1.35998 -0.35781 1.92574 -0.15 0.06 -0.05 0.343
H -0.41698 -0.28226 1.96322 0.10 0.08 -0.07 0.342
H 1.42720 0.71265 -0.26902 -0.11 -0.03 0.04 0.266
H -0.39091 -1.70809 0.00906 0.08 0.10 -0.07 0.266
H 0.97371 -1.49109 -1.12305 -0.10 0.09 0.07 0.274
H -1.94656 1.08332 -1.97410 0.09 -0.04 0.11 0.387
```
Forces are in eV/Å.

Properties
LUMO energy	0.038	Eh
energy relative to the best compared isomer or geometry (same formula, charge and spin)	23.4	kcal per mole
HOMO level	-9.61	eV
charge	0


Record 3
Below is C13H27ClIN2OP2Zr as an isolated structure, with properties calculated with the ωB97M-V functional and the def2-TZVPD basis.

XYZ file:
```
48
Properties=species:S:1:pos:R:3:forces:R:3:mulliken_charge:R:1
C -0.00223 1.13308 -3.04544 0.29 -1.02 -0.99 -0.987
C -0.05186 1.48646 -1.59250 -0.79 7.15 0.13 0.937
H 0.01117 2.05583 -3.64754 -0.07 -0.01 0.51 0.424
H -0.88911 0.52726 -3.29725 0.29 0.08 0.23 0.255
H 0.89653 0.53293 -3.26009 -0.38 0.05 0.22 0.265
O -0.24421 2.59632 -1.12521 0.70 -5.68 -1.32 -0.204
I 0.07834 -2.19387 2.22822 0.12 0.71 -0.97 -0.084
Zr 0.00160 -0.12260 0.29353 -0.23 -3.05 2.71 -0.777
P 2.58383 -0.13554 0.01468 2.21 0.40 -0.37 1.386
C 3.38174 0.85710 1.32712 -0.33 0.11 0.00 -1.253
C 3.18900 -1.83966 0.31896 -0.54 -0.23 0.03 -1.097
H 4.23580 -1.91564 -0.01050 -0.28 0.11 0.08 0.432
H 4.44984 0.27923 -1.44800 -0.32 0.07 -0.16 0.485
H 2.55958 -2.54632 -0.24207 0.37 0.11 0.15 0.353
H 3.00274 -0.29304 -2.35835 0.24 0.18 0.23 0.329
H 2.96883 0.54433 2.29964 0.23 0.14 -0.26 0.337
H 3.10094 -2.06468 1.39233 0.14 0.07 -0.39 0.403
C 3.35787 0.36698 -1.55100 -0.17 0.07 -0.08 -1.247
H 4.46566 0.67319 1.30963 -0.28 0.09 0.00 0.492
H 3.08281 1.40851 -1.77969 0.26 -0.28 0.01 0.366
H 3.16464 1.92578 1.16874 0.31 -0.40 0.13 0.350
P -2.57036 -0.09588 0.01770 -2.10 0.15 0.02 1.503
C -3.31901 0.96581 1.29957 0.23 0.13 -0.05 -1.217
C -3.34726 0.40391 -1.54689 0.31 0.10 -0.24 -1.215
H -2.58331 -2.50628 -0.22382 -0.37 0.14 0.17 0.348
H -4.24711 -1.84874 0.00695 0.29 0.06 0.12 0.424
H -3.11794 -2.01425 1.41075 -0.11 0.08 -0.36 0.370
C -3.19969 -1.78702 0.33756 0.42 -0.17 -0.03 -1.118
H -3.00096 -0.26144 -2.35243 -0.23 0.16 0.21 0.314
H -4.43934 0.32281 -1.44311 0.32 0.06 -0.07 0.473
H -4.41346 0.86647 1.24511 0.31 0.03 0.11 0.473
H -3.03050 2.00916 1.09581 -0.21 -0.24 0.12 0.354
H -3.07002 1.44273 -1.78242 -0.26 -0.26 0.01 0.394
H -2.93572 0.68324 2.29774 -0.41 0.13 -0.53 0.311
Cl -0.01440 -1.79505 -1.45538 -0.01 1.09 0.65 -0.237
N -1.19751 0.60348 3.65450 1.45 0.40 0.19 -0.131
C -0.40672 1.67102 3.27517 -0.57 -1.00 0.01 0.572
C -0.16934 2.74119 4.16110 0.18 0.78 -0.21 -0.782
C 0.48308 3.86850 3.69171 -0.11 -0.21 0.14 -0.476
C 0.92694 3.88998 2.36741 0.31 0.00 -0.67 -0.963
C 0.72490 2.77224 1.57412 -0.07 0.12 -0.01 -0.391
N 0.07269 1.64890 1.99920 0.08 0.20 -0.70 0.796
H -0.85385 -0.29543 3.29624 -0.47 0.39 0.17 -0.320
H -1.35480 0.53750 4.65300 -0.26 0.13 0.08 0.330
H -0.51284 2.69047 5.19071 -0.04 -0.07 -0.19 0.411
H 0.65744 4.74760 4.30447 -0.09 -0.25 0.17 0.474
H 1.45371 4.75227 1.93532 -0.37 -0.39 0.32 0.479
H 1.07158 2.81419 0.53512 0.01 -0.23 0.70 0.660
```
Forces are in eV/Å.

Properties
LUMO energy (spin up / spin down)	-0.547 / -0.544	Eh
energy relative to the best compared isomer or geometry (same formula, charge and spin)	0.0	kcal per mole
HOMO level (spin up / spin down)	-18.27 / -18.13	eV
charge	+3


Record 4
Below is a 2-piece molecular cluster, C8H10NOS2 overall, with properties calculated with the ωB97M-V functional and the def2-TZVPD basis.

XYZ file:
```
22
Properties=species:S:1:pos:R:3:forces:R:3:mulliken_charge:R:1
C -0.01521 -2.88085 -0.57106 0.66 -0.50 -0.05 -0.674
C 0.81662 -1.91252 -1.07745 -0.21 0.01 0.09 -0.548
C -0.98057 -2.44441 0.29604 -2.72 -1.55 3.22 -0.077
C 0.69109 -0.59171 -0.69843 1.50 -1.60 -1.82 -0.516
C -1.13468 -1.15281 0.73374 -0.48 -1.06 -0.32 -0.461
C -0.22578 -0.21562 0.22160 -2.04 -0.03 0.83 0.886
C 0.10890 3.36478 0.89939 0.29 -1.20 0.88 -1.202
C 0.55915 2.04705 0.17562 0.64 -1.74 2.42 -0.289
N -0.43173 1.01470 0.57846 0.38 3.46 0.40 -0.574
O 5.24351 -1.30482 -1.50692 1.25 -0.84 -1.12 -0.570
S 4.55191 -0.82255 1.26319 -0.01 -0.01 0.46 -0.532
S 4.23505 -0.64349 -0.66182 -1.27 0.90 0.60 0.142
H 0.21332 -3.92958 -0.80982 -0.55 0.50 0.21 0.351
H 1.54223 -2.30098 -1.72723 1.21 0.31 -0.99 0.408
H -1.64978 -3.12606 0.92153 0.88 0.27 -1.51 0.175
H 1.24264 0.16683 -1.18193 0.90 0.40 -0.35 0.521
H -1.99587 -0.91673 1.39193 1.06 0.19 -0.39 0.374
H 0.88031 4.11739 0.74561 -0.04 0.20 0.52 0.384
H -0.81177 3.73286 0.46582 -0.18 -0.03 -0.57 0.314
H -0.22601 3.19500 1.99488 1.27 0.16 -1.65 0.281
H 0.61577 2.19334 -0.87731 -0.36 0.24 -1.12 0.313
H 1.64281 1.52911 0.37762 -2.16 1.90 0.23 0.292
```
Forces are in eV/Å.

Properties
LUMO energy (spin up / spin down)	0.122 / 0.059	Eh
energy relative to the best compared isomer or geometry (same formula, charge and spin)	0.0	kcal per mole
HOMO level (spin up / spin down)	-4.06 / -2.26	eV
charge	-1


Record 5
Below is C28H29CrN4O2 as an isolated structure, with properties calculated with the ωB97M-V functional and the def2-TZVPD basis.

XYZ file:
```
64
Properties=species:S:1:pos:R:3:forces:R:3:mulliken_charge:R:1
Cr 1.04795 -0.94018 0.14911 -0.40 -0.33 -0.16 0.285
C 4.13147 -0.93808 -0.20777 -0.19 -0.02 -0.08 -1.182
N 3.06829 -0.31900 0.61792 0.03 0.23 0.04 0.514
C 3.28090 -0.54933 2.07062 -0.11 -0.01 -0.17 -0.864
C 1.98753 -0.72021 2.83345 0.08 0.00 -0.13 0.671
C 1.86893 -0.34036 4.15408 0.11 0.02 0.09 -0.910
C 0.69921 -0.64069 4.83447 0.01 0.06 0.15 -0.386
C -0.31183 -1.31057 4.17204 -0.08 -0.05 -0.02 -0.816
C -0.13179 -1.62704 2.83917 -0.05 -0.02 -0.01 -0.223
N 0.99207 -1.33787 2.17714 0.06 -0.07 0.45 0.272
C 2.91417 1.13527 0.32745 0.00 -0.17 -0.01 -1.167
C 2.22025 1.39133 -0.99217 -0.02 -0.11 0.18 0.720
C 2.49577 2.49672 -1.77100 0.11 0.07 -0.02 -1.041
C 1.71591 2.72682 -2.89426 0.05 0.11 -0.06 -0.493
C 0.69005 1.85017 -3.19933 -0.08 -0.03 -0.05 -0.921
C 0.48314 0.75937 -2.37424 0.06 -0.09 -0.01 -0.732
N 1.23837 0.53193 -1.29892 0.14 0.49 -0.39 0.948
C 3.62064 -1.50350 -1.51955 0.04 0.06 0.12 1.105
C 4.38731 -1.47242 -2.67121 0.06 0.07 0.00 -1.001
C 3.89665 -2.08537 -3.81483 0.11 0.03 -0.07 -0.397
C 2.66177 -2.70682 -3.76838 -0.04 -0.01 -0.06 -0.752
C 1.95820 -2.67898 -2.57739 -0.06 0.00 0.08 -0.220
N 2.42430 -2.09209 -1.47376 -0.11 -0.09 0.04 -0.004
H 4.54102 -1.77474 0.35602 0.04 -0.04 0.01 0.492
H 4.94904 -0.23461 -0.37889 0.03 0.04 -0.05 0.259
H 3.89651 0.23257 2.51627 0.03 0.10 0.03 0.331
H 3.82801 -1.48343 2.17323 0.08 -0.08 0.03 0.416
H 2.68578 0.17450 4.64471 -0.05 -0.01 -0.02 0.444
H 0.58109 -0.34897 5.87128 0.01 -0.02 -0.06 0.436
H -1.23925 -1.56731 4.66513 0.03 0.01 -0.02 0.446
H -0.91162 -2.10426 2.26086 0.01 0.01 0.01 0.461
H 3.88111 1.64375 0.36688 0.05 0.01 -0.01 0.527
H 2.27579 1.55725 1.10817 -0.03 -0.01 0.05 0.405
H 3.29980 3.17009 -1.49807 -0.06 -0.04 -0.02 0.503
H 1.90743 3.58858 -3.52169 -0.01 -0.03 0.02 0.448
H 0.05254 2.00369 -4.05900 0.02 0.00 0.02 0.506
H -0.30698 0.04089 -2.55895 0.00 0.02 0.02 0.508
H 5.34990 -0.97450 -2.67240 -0.05 -0.03 -0.01 0.432
H 4.47338 -2.07438 -4.73171 -0.02 0.00 0.05 0.442
H 2.24292 -3.19651 -4.63704 0.01 0.01 0.03 0.439
H 0.97883 -3.13755 -2.49863 0.02 0.01 0.01 0.458
C -7.01891 1.36163 0.15941 0.04 -0.01 -0.01 -1.497
C -5.55140 1.03071 0.22774 -0.03 0.07 -0.02 0.571
C -4.58104 1.99647 -0.00683 -0.04 0.05 0.01 -0.966
C -3.22313 1.71223 0.06100 0.05 0.08 -0.04 0.757
C -2.25267 2.84359 -0.21316 -0.05 -0.19 -0.02 -1.226
C -2.82235 0.39446 0.34784 0.05 0.05 -0.08 0.385
C -3.78291 -0.60127 0.57248 -0.08 -0.17 0.01 0.951
C -3.45367 -2.03664 0.93228 -0.01 0.06 0.05 -1.839
C -5.12890 -0.25696 0.51876 -0.03 -0.12 0.02 -0.636
C -1.36155 0.08645 0.41383 0.17 -0.17 0.02 1.223
O -0.56635 0.87482 0.94938 -0.03 -0.08 -0.05 -0.644
O -0.93910 -1.03402 -0.10838 0.16 0.35 0.03 -0.871
H -7.17931 2.42134 -0.03623 0.02 -0.02 0.00 0.359
H -7.51733 1.11066 1.09682 0.00 0.00 0.00 0.343
H -7.51086 0.79256 -0.63222 0.02 0.01 0.02 0.328
H -4.89000 3.00894 -0.24852 0.01 -0.05 0.01 0.272
H -2.79517 3.71071 -0.58901 0.00 -0.02 0.01 0.390
H -1.50338 2.56352 -0.95728 -0.01 -0.01 0.03 0.085
H -1.70922 3.12903 0.68495 -0.01 -0.01 0.04 0.259
H -3.44084 -2.16180 2.02143 0.00 0.04 -0.06 0.293
H -2.49622 -2.35999 0.53449 -0.13 0.03 -0.01 0.169
H -4.22984 -2.69952 0.55027 0.00 0.01 0.02 0.492
H -5.87042 -1.03111 0.70215 0.05 0.07 -0.01 0.439
```
Forces are in eV/Å.

Properties
2S+1	5
LUMO energy (spin up / spin down)	-0.091 / -0.103	Eh
HOMO level (spin up / spin down)	-10.25 / -10.61	eV
charge	+1


| no. | maximum force (eV/Å) | E (eV) |
| --- | --- | --- |
| 1 | 4.4 | -5182.663 |
| 2 | 0.4 | -7798.630 |
| 3 | 7.2 | -59400.734 |
| 4 | 4.5 | -33665.030 |
| 5 | 0.6 | -67981.779 |